Entry 1:
{"formula": "C7H22NO4", "method": "ωB97M-V with the def2-TZVPD basis set", "species": ["C", "C", "C", "C", "C", "C", "C", "N", "H", "H", "H", "H", "H", "H", "H", "H", "H", "H", "H", "H", "H", "H", "H", "H", "O", "H", "H", "O", "H", "H", "O", "H", "H", "O"], "xyz": [[-1.53448, 1.89906, -1.49497], [-2.40725, 0.68306, -1.07618], [-2.03233, 0.25961, 0.33322], [-1.95187, -1.00901, 0.72651], [-1.64462, -1.53649, 2.06278], [-0.41429, -1.41050, 2.56666], [-0.05471, -1.59018, 4.03364], [-0.17202, 1.39262, -1.90809], [-1.34094, 2.34538, -0.52769], [-1.99854, 2.38703, -2.32835], [-2.55024, -0.07504, -1.83919], [-3.38247, 1.11745, -0.81389], [-2.10966, 1.08642, 1.03719], [-2.14423, -1.69761, -0.09541], [-2.43078, -1.98098, 2.66733], [0.31996, -0.94287, 1.91432], [0.95582, -1.19709, 4.08929], [-0.25234, -2.58168, 4.42707], [-0.59610, -0.84236, 4.62186], [0.53824, 2.03839, -1.55101], [-0.04413, 1.48122, -2.91545], [0.06792, 0.45937, -1.53034], [2.80711, 1.36794, -3.21238], [2.75573, 0.31900, -1.99470], [2.38119, 1.12847, -2.38695], [1.42720, -1.33443, -1.38757], [0.18356, -1.89963, -0.71585], [0.45326, -1.27601, -1.39921], [4.01074, -1.43963, -2.14760], [3.83964, -1.37875, -0.65324], [3.30354, -1.42972, -1.47187], [0.86729, 1.59147, 1.52563], [2.05952, 2.04409, 0.75565], [1.09029, 2.02137, 0.68878]], "forces_ev_per_a": [[0.3, -3.1, 0.8], [-0.4, 1.4, 1.2], [-0.4, -0.8, -0.2], [-0.2, 0.0, -0.9], [0.5, 0.3, 0.3], [-0.9, 0.5, 0.4], [0.0, 1.1, -1.0], [-0.4, 1.9, -0.2], [-0.3, 1.3, -0.4], [0.0, 1.0, 0.0], [0.3, -0.2, 0.1], [-0.2, 0.1, -0.9], [0.6, -0.1, 0.2], [0.1, -0.4, 0.2], [-0.1, 0.0, -0.1], [0.2, -0.1, 0.1], [0.5, -0.9, 0.5], [0.4, -0.1, 0.1], [-0.4, -0.3, 0.0], [0.2, -0.4, 0.3], [0.1, -0.8, 0.0], [0.1, -0.5, -0.3], [0.5, -0.4, 0.0], [0.5, 0.0, -0.3], [-0.8, 0.5, 0.3], [0.2, -0.1, -0.2], [-0.1, 0.1, 0.1], [0.0, 0.0, 0.0], [-0.2, -0.1, -0.2], [-0.3, 0.1, 0.2], [0.3, 0.1, 0.1], [-0.3, 0.0, -0.1], [-0.1, 0.1, -0.4], [0.3, -0.1, 0.3]], "orbital_gap_ev": [3.0, 9.8], "largest_force_ev_per_a": 3.2, "s_squared": 0.751, "relative_energy_kj_mol": 0.0, "total_charge": 0, "spin_multiplicity": 2, "e_homo_ev": [-2.6, -9.5]}

=====

Entry 2:
{"formula": "C7H23AsClF6O8", "method": "ωB97M-V with the def2-TZVPD basis set", "species": ["O", "H", "H", "H", "Cl", "O", "O", "O", "O", "As", "F", "F", "F", "F", "F", "F", "C", "C", "C", "O", "H", "H", "H", "H", "H", "H", "H", "H", "C", "C", "C", "O", "H", "H", "H", "H", "H", "H", "H", "H", "C", "O", "H", "H", "H", "H"], "xyz": [[1.23443, 1.17851, -1.30640], [2.04348, 1.08312, -0.79852], [0.67142, 1.85198, -0.91773], [0.81474, 0.31535, -1.32697], [2.83242, -5.16163, -1.38413], [1.48030, -5.78922, -1.57427], [3.10221, -5.18202, 0.06665], [3.77698, -6.00690, -2.03845], [2.86469, -3.79743, -1.89292], [-2.21800, 5.78109, 1.27015], [-3.36210, 4.75744, 2.11663], [-2.76031, 7.08448, 2.43243], [-1.19446, 6.89565, 0.39874], [-1.83930, 4.41859, 0.09763], [-3.53871, 6.27423, 0.14962], [-0.86018, 5.36016, 2.34137], [-3.74933, -2.81759, -2.38360], [-2.78605, -1.74695, -2.93207], [-3.39262, -0.43983, -3.25663], [-1.87534, -1.68050, -1.87061], [-3.18169, -3.72195, -2.16447], [-4.45059, -3.09314, -3.17127], [-4.29908, -2.50631, -1.49537], [-2.21452, -2.06238, -3.80498], [-2.63022, 0.30815, -3.47430], [-3.91820, -0.09571, -2.36586], [-4.09561, -0.36371, -4.08614], [-1.53078, -2.56609, -1.73423], [-1.18180, -0.19569, 4.04466], [0.33012, -0.21167, 4.11058], [0.85166, -1.66805, 4.30700], [1.03594, 0.52603, 3.06054], [-1.60214, -0.68629, 4.92258], [-1.57744, -0.74998, 3.19358], [-1.54949, 0.82686, 3.95936], [0.57912, 0.28276, 5.04954], [1.88750, -2.00654, 4.28327], [0.42186, -2.26531, 3.50286], [0.49609, -2.08997, 5.24703], [0.76366, 1.43302, 3.21825], [5.84093, 1.21028, -2.58902], [5.37681, 1.37595, -1.28833], [5.17851, 1.77449, -3.24549], [6.83480, 1.65069, -2.50926], [5.92186, 0.18839, -2.95955], [5.46846, 2.32765, -1.20191]], "forces_ev_per_a": [[0.5, 0.0, -0.6], [1.1, 0.1, 0.5], [-0.8, 0.7, 0.5], [-0.9, -1.1, -0.2], [-2.4, -1.7, 2.0], [1.6, 1.6, -0.1], [0.0, 0.6, -1.4], [0.8, 0.2, -0.7], [0.0, -0.5, 0.1], [-1.8, 1.0, -0.1], [0.9, -0.1, -0.4], [1.0, -1.2, -1.3], [0.0, -0.6, 0.4], [0.1, 1.2, 1.3], [1.0, -0.5, 0.9], [-1.0, 0.0, -0.9], [-0.5, -0.1, -1.8], [-0.4, -2.1, 0.2], [-0.3, 1.6, 0.9], [1.7, 1.8, 0.9], [0.0, 0.0, 0.1], [-0.4, -0.1, 0.1], [0.2, 0.3, -0.1], [-0.3, -0.6, -0.3], [0.2, 0.0, 0.0], [-0.1, 0.3, 0.0], [0.1, -0.7, 0.0], [0.1, 0.0, 0.1], [-0.1, -0.1, -0.8], [1.6, -0.6, 1.2], [-0.7, -0.4, -1.1], [-0.9, -1.0, 0.5], [0.1, 0.2, 0.2], [0.2, 0.0, -0.2], [-0.1, 0.0, 0.2], [0.1, 0.4, 0.1], [0.4, 1.2, -0.1], [-0.3, -0.2, 0.0], [-0.4, 0.3, 0.0], [0.1, 0.3, -0.2], [0.9, 0.5, -0.9], [-1.2, -0.3, 1.3], [0.3, 0.0, -0.6], [0.3, -0.1, -1.2], [-0.2, -0.1, 0.6], [-0.2, 0.0, 0.8]], "orbital_gap_ev": 6.0, "largest_force_ev_per_a": 3.6, "total_charge": -1, "e_homo_ev": -6.3}